1.
Computed, not measured: a molecular structure, C38H30F3N4ORhS5Sb, with the ωB97M-V functional and the def2-TZVPD basis.

XYZ file:
```
83
Properties=species:S:1:pos:R:3:forces:R:3:lowdin_charge:R:1
Rh 1.92388 -0.70199 0.25619 -0.09 0.37 0.55 0.354
S 2.73012 -2.70261 -0.55705 0.07 0.40 0.05 0.650
C 3.13561 -1.85668 -2.02297 0.04 0.01 -0.08 -1.052
S 2.69436 -0.18464 -1.84377 -0.01 -0.35 0.03 0.666
C 3.66861 -2.42753 -3.14147 -0.06 0.10 0.23 -0.368
C 3.87921 -1.63178 -4.30529 -0.03 -0.17 0.06 -0.232
N 3.99710 -0.97766 -5.24271 0.02 0.16 -0.12 0.181
C 3.94935 -3.82546 -3.16536 -0.03 0.17 -0.14 -0.229
N 4.13977 -4.95817 -3.18385 0.03 -0.20 0.08 0.178
C 0.35699 -3.57670 2.17671 0.02 0.04 -0.03 -0.072
C 1.27767 -2.62917 2.85449 -0.07 -0.22 0.18 -0.613
N 1.81062 -1.55556 2.33151 -0.06 0.41 -0.41 -0.024
C 2.67280 -0.94100 3.21886 0.15 -0.14 0.24 -0.317
C 2.75031 -1.53459 4.43690 -0.06 -0.07 -0.11 -0.313
S 1.76557 -2.92580 4.46790 -0.02 0.20 -0.14 1.145
C 3.48965 0.17054 2.75650 0.00 0.14 0.01 -0.320
C 4.27011 0.98215 3.51361 -0.06 0.00 -0.13 -0.319
S 5.04708 2.12373 2.51508 -0.14 -0.08 -0.08 1.134
C 4.28121 1.46311 1.12795 0.14 0.03 0.16 -0.599
N 3.50976 0.44174 1.40419 0.02 -0.21 -0.34 0.002
C 4.54592 2.06688 -0.20495 0.05 0.04 0.02 -0.090
H 0.76801 -3.88925 1.21592 -0.01 -0.01 -0.01 0.062
H -0.61696 -3.12457 1.99611 0.11 0.04 0.12 0.056
H 0.20884 -4.45987 2.79473 -0.04 -0.04 -0.04 0.089
H 3.36812 -1.25180 5.26948 0.05 -0.01 0.06 0.087
H 4.40649 0.96814 4.57920 0.02 0.00 0.09 0.085
H 4.94778 3.07185 -0.08083 0.04 -0.03 -0.03 0.082
H 3.62701 2.12231 -0.77436 -0.11 0.01 -0.06 0.016
H 5.26256 1.47038 -0.76832 -0.02 -0.04 -0.02 0.095
F -3.18076 -6.84119 -0.73155 0.02 0.05 0.00 0.088
C -2.56898 -5.65150 -0.70365 0.01 -0.01 0.00 -0.268
C -1.61604 -5.36669 -1.66267 -0.03 -0.03 0.01 0.019
C -0.98928 -4.13165 -1.62353 0.07 0.01 0.01 -0.097
C -1.31050 -3.20389 -0.63698 0.15 0.00 -0.02 -0.362
C -2.27859 -3.51966 0.31281 -0.06 0.02 -0.12 -0.145
C -2.91708 -4.74892 0.28467 -0.01 0.00 -0.01 0.013
Sb -0.35642 -1.31025 -0.64892 -0.24 -0.14 -0.41 1.552
C -0.62309 -0.82074 -2.69248 -0.06 0.02 0.18 -0.366
C 0.21333 -1.41646 -3.63298 -0.03 -0.15 -0.02 -0.146
C 0.06301 -1.14762 -4.98282 -0.02 0.00 -0.01 0.025
C -0.93694 -0.27587 -5.37172 -0.02 0.01 0.02 -0.266
F -1.08856 -0.00271 -6.67267 0.00 -0.01 0.04 0.088
C -1.78695 0.32707 -4.46346 0.02 -0.01 -0.04 0.008
C -1.62263 0.04795 -3.11523 0.09 0.04 0.03 -0.121
C -1.79423 -0.22862 0.46404 0.12 -0.14 0.01 -0.383
C -3.13585 -0.24325 0.08365 -0.01 0.06 0.06 -0.118
C -4.08921 0.40092 0.85623 -0.03 0.01 -0.02 0.015
C -3.68314 1.03077 2.01936 0.02 0.02 0.02 -0.273
F -4.60076 1.66517 2.76306 0.04 -0.03 -0.04 0.082
C -2.36974 1.02573 2.44545 -0.06 0.02 0.02 0.005
C -1.42397 0.39148 1.65542 0.07 -0.03 0.02 -0.137
H -1.37907 -6.09978 -2.42005 0.01 -0.02 -0.02 0.130
H -0.24568 -3.90231 -2.37578 0.02 -0.03 -0.02 0.097
H -2.55083 -2.80648 1.08128 -0.06 0.02 0.00 0.099
H -3.67604 -5.01324 1.00683 -0.02 0.00 0.02 0.127
H 0.99474 -2.10348 -3.32537 -0.05 0.07 -0.07 0.075
H 0.71099 -1.59059 -5.72480 0.04 -0.02 -0.03 0.129
H -2.55600 0.99875 -4.81631 -0.03 0.03 -0.01 0.125
H -2.26884 0.53452 -2.39852 -0.07 0.03 0.05 0.082
H -3.45188 -0.77537 -0.80456 -0.02 0.01 -0.06 0.112
H -5.13333 0.41163 0.57733 -0.03 0.00 -0.01 0.129
H -2.10101 1.52306 3.36684 0.00 0.01 0.02 0.130
H -0.38419 0.40010 1.96656 -0.07 0.00 -0.01 0.086
C -3.21490 5.68980 3.06611 0.00 0.00 0.00 -0.033
C -2.37211 4.86654 2.13629 0.00 0.00 -0.02 -0.256
C -1.04998 4.55551 2.44802 0.00 -0.01 -0.02 -0.022
C -0.27399 3.78915 1.59288 0.02 -0.03 0.00 -0.063
C -0.83257 3.33126 0.41255 0.00 -0.09 -0.10 -0.408
C -2.14622 3.62292 0.07627 0.01 0.00 0.03 -0.075
C -2.90557 4.39571 0.93712 0.03 -0.01 0.01 -0.026
S 0.08553 2.25654 -0.66786 -0.16 0.21 -0.19 0.923
C 1.01404 3.48597 -1.58561 -0.01 -0.12 0.07 -0.199
O 1.11818 1.57527 0.20366 0.44 -0.39 0.47 -0.632
H -2.70546 5.86853 4.01024 0.01 0.01 0.03 0.080
H -4.16110 5.19058 3.27369 -0.02 0.00 0.01 0.087
H -3.44598 6.65691 2.61837 -0.01 0.02 0.00 0.092
H -0.62700 4.91265 3.37831 0.01 0.01 0.01 0.119
H 0.74233 3.51838 1.84774 0.04 0.00 0.02 0.114
H -2.57791 3.23325 -0.83673 -0.03 -0.03 -0.05 0.115
H -3.93383 4.62124 0.68663 -0.04 0.01 -0.01 0.126
H 1.61100 4.07110 -0.88833 0.02 -0.01 0.02 0.071
H 0.30749 4.12283 -2.11213 -0.06 0.04 -0.03 0.070
H 1.63804 2.95299 -2.30113 0.03 -0.01 -0.01 0.054
```
Positions in Å, forces in eV/Å.

For the energy relative to the best compared isomer or geometry (same formula, charge and spin), the calculation gives 10.4 kcal/mol. The calculation puts the molecular weight at 1000.68 g/mol. The value obtained for the LUMO energy is -3.57 eV. As for the charge: +1.

---

2.
Computed, not measured: a molecular structure, C5H9NO, with the ωB97M-V functional and the def2-TZVPD basis.

XYZ file:
```
16
Properties=species:S:1:pos:R:3:forces:R:3:lowdin_charge:R:1
C -0.40258 -0.99453 -2.21700 0.00 -0.03 -0.15 -0.098
N -0.38022 -0.79368 -0.77339 0.07 -0.09 0.05 -0.112
C -1.02423 0.42736 -0.24048 -0.46 -0.16 -0.02 -0.075
C 0.50853 0.25099 -0.37728 0.19 0.20 -0.10 -0.231
C 0.49454 0.69796 0.98814 -0.06 -0.15 0.06 -0.440
O 0.22923 1.96650 1.04299 -0.03 0.00 -0.06 -0.027
C 0.69455 -0.15348 2.19560 -0.02 0.04 0.03 0.006
H -1.25921 -1.62408 -2.46914 0.11 0.12 0.03 0.081
H 0.51260 -1.51518 -2.51606 -0.14 0.04 0.03 0.084
H -0.47951 -0.04978 -2.77682 0.03 -0.10 0.10 0.087
H -0.60836 1.82303 0.10055 0.26 0.10 0.15 0.190
H -1.50420 0.17078 0.71253 0.12 0.02 -0.05 0.105
H 0.93619 0.91356 -1.13163 -0.05 -0.10 0.10 0.149
H 0.24005 0.30845 3.07424 0.03 -0.08 -0.13 0.092
H 0.27402 -1.14823 2.01520 0.08 0.14 -0.01 0.096
H 1.76861 -0.27967 2.37254 -0.13 0.06 -0.03 0.094
```
Positions in Å, forces in eV/Å.

For the energy relative to the best compared isomer or geometry (same formula, charge and spin), the calculation gives 145.8 kcal/mol. The calculation puts the molecular weight at 99.13 g/mol. The value obtained for the LUMO energy is 0.96 eV.

---

3.
Computed, not measured: C4H5N in the gas phase at a distorted geometry, with the ωB97M-V functional and the def2-TZVPD basis.

XYZ file:
```
10
Properties=species:S:1:pos:R:3:forces:R:3:lowdin_charge:R:1
C 0.39349 -1.04964 3.03855 -0.21 1.23 -3.12 0.032
C 0.40651 -0.23665 0.57205 -1.58 -2.16 5.28 -0.043
C 0.48306 -0.05677 -0.71561 0.63 -0.46 -0.20 -0.167
C -0.42537 0.65419 -1.65540 -0.87 0.05 0.96 -0.096
N 0.24006 -0.66052 1.78633 1.44 1.29 -2.07 -0.059
H -0.36772 -0.50633 3.61965 -0.25 -0.25 0.08 0.001
H 1.34656 -0.53842 -1.10101 0.81 -0.51 -0.67 0.094
H 0.07857 1.33310 -2.35134 -0.16 0.16 0.52 0.078
H -1.12296 1.08666 -0.92545 -0.17 0.83 -0.95 0.080
H -1.03221 -0.02562 -2.26777 0.36 -0.18 0.18 0.080
```
Positions in Å, forces in eV/Å.

For the energy relative to the best compared isomer or geometry (same formula, charge and spin), the calculation gives 100.3 kcal/mol. The calculation puts the molecular weight at 67.09 g/mol. The value obtained for the LUMO energy is 0.23 eV.

---

> The lowest energy relative to the best compared isomer or geometry (same formula, charge and spin) belongs to which entry?

C38H30F3N4ORhS5Sb